Entry from OMol25: 17 unconnected molecules or ions with the total composition C69H178N6O23 in a non-equilibrium geometry (ωB97M-V/def2-TZVPD).

Results
DFT total energy (hartree): -4794.3044
HOMO-LUMO gap (eV): 8.90
E_HOMO (Eh): -0.3094

Geometry as ORCA input:
```
! wB97M-V def2-TZVPD RIJCOSX def2/J DEFGRID3
* xyz 0 1
C -9.116 -0.104 -2.432
O -8.317 1.004 -2.428
C -6.986 0.683 -2.253
C -6.146 1.979 -2.084
N -6.358 2.631 -0.760
C -5.840 3.999 -0.771
C -5.637 4.578 0.571
O -6.907 4.704 1.121
C -7.003 5.304 2.439
H -10.089 0.192 -2.778
H -9.071 -0.600 -1.427
H -8.750 -0.781 -3.229
H -6.669 0.161 -3.179
H -6.932 0.099 -1.349
H -6.291 2.647 -2.955
H -5.007 1.842 -2.058
H -7.365 2.697 -0.586
H -6.470 4.704 -1.370
H -4.849 3.951 -1.286
H -5.171 5.604 0.511
H -5.073 4.015 1.269
H -6.159 5.964 2.480
H -6.872 4.461 3.051
H -7.979 5.755 2.525
C -0.155 6.284 -0.091
O -0.829 5.338 0.684
C -1.439 4.327 -0.180
C -1.337 3.045 0.551
N -2.192 2.990 1.771
C -2.156 1.668 2.426
C -2.859 1.729 3.751
O -2.087 2.571 4.559
C -2.913 2.915 5.684
H -0.842 6.759 -0.824
H 0.556 5.830 -0.789
H 0.236 6.984 0.603
H -0.831 4.257 -1.078
H -2.463 4.667 -0.455
H -0.335 2.742 0.913
H -1.708 2.226 -0.085
H -1.971 3.765 2.394
H -1.082 1.264 2.550
H -2.636 0.886 1.859
H -2.969 0.827 4.232
H -3.874 2.137 3.710
H -3.683 3.667 5.412
H -2.278 3.340 6.412
H -3.384 2.002 6.181
C 0.777 -4.515 -1.550
O -0.199 -3.518 -1.686
C -1.460 -3.962 -1.405
C -2.216 -2.788 -0.836
N -2.088 -1.628 -1.769
C -2.882 -0.467 -1.440
C -2.313 0.739 -2.256
O -0.886 0.695 -2.141
C -0.298 1.878 -2.643
H 1.789 -4.170 -1.981
H 0.557 -5.454 -2.131
H 0.943 -4.771 -0.509
H -1.387 -4.806 -0.676
H -2.032 -4.311 -2.311
H -1.692 -2.570 0.156
H -3.269 -3.010 -0.657
H -1.088 -1.425 -1.755
H -2.929 -0.276 -0.369
H -3.946 -0.671 -1.669
H -2.669 1.680 -1.887
H -2.629 0.597 -3.281
H 0.740 1.865 -2.350
H -0.782 2.694 -2.161
H -0.364 1.871 -3.760
C 5.391 8.550 -4.613
O 5.466 7.169 -4.913
C 5.777 6.378 -3.778
C 5.322 4.963 -3.937
N 3.837 4.850 -3.991
C 3.305 3.803 -3.105
C 3.224 4.360 -1.690
O 2.979 3.286 -0.819
C 2.796 3.649 0.533
H 5.419 9.149 -5.560
H 6.238 8.801 -3.932
H 4.465 8.706 -4.115
H 5.244 6.705 -2.839
H 6.834 6.536 -3.481
H 5.576 4.375 -3.091
H 5.824 4.521 -4.854
H 3.628 4.532 -4.970
H 3.985 2.936 -3.097
H 2.297 3.540 -3.509
H 2.348 5.050 -1.731
H 4.156 4.886 -1.468
H 3.495 4.488 0.724
H 2.957 2.835 1.225
H 1.793 3.991 0.598
C 0.213 -4.358 -5.256
O -0.958 -4.198 -6.011
C -1.377 -2.818 -6.033
C -2.410 -2.675 -7.040
N -2.747 -1.308 -7.277
C -3.401 -1.138 -8.626
C -2.404 -1.429 -9.796
O -3.143 -1.419 -11.005
C -2.369 -1.463 -12.170
H 1.157 -3.966 -5.773
H 0.349 -5.435 -5.205
H 0.140 -3.954 -4.245
H -0.496 -2.212 -6.434
H -1.701 -2.560 -5.053
H -3.359 -3.106 -6.709
H -2.181 -3.241 -7.973
H -1.865 -0.832 -7.241
H -3.853 -0.181 -8.761
H -4.254 -1.946 -8.605
H -1.907 -2.425 -9.658
H -1.613 -0.713 -9.786
H -1.621 -0.676 -12.146
H -2.957 -1.259 -13.000
H -1.807 -2.473 -12.254
C 1.865 -2.352 9.900
O 2.399 -1.235 9.187
C 1.438 -0.190 9.047
C 1.762 0.748 7.911
N 0.703 1.766 7.862
C 0.938 3.021 7.139
C 1.198 2.730 5.638
O 0.996 3.992 5.089
C 1.005 3.910 3.683
H 1.177 -1.971 10.580
H 2.625 -2.912 10.476
H 1.494 -3.103 9.153
H 1.412 0.435 9.949
H 0.382 -0.520 8.861
H 1.847 0.231 6.985
H 2.703 1.252 8.061
H 0.728 1.976 8.851
H 1.825 3.519 7.543
H 0.112 3.703 7.377
H 0.507 2.011 5.172
H 2.233 2.333 5.490
H 0.359 3.117 3.426
H 2.003 3.591 3.368
H 0.816 4.912 3.352
C 0.406 5.661 -4.781
C 0.912 7.028 -4.317
C -0.123 7.861 -3.582
O 2.008 6.809 -3.405
H -0.501 5.788 -5.416
H 0.094 5.065 -3.890
H 1.083 5.184 -5.455
H 1.265 7.674 -5.128
H -0.448 7.402 -2.636
H -0.905 8.143 -4.238
H 0.497 8.799 -3.330
H 2.644 6.126 -3.647
C 4.650 -2.503 -0.548
C 4.111 -3.789 0.076
C 5.168 -4.557 0.757
O 3.114 -3.477 1.073
H 5.311 -2.701 -1.436
H 5.313 -1.982 0.239
H 3.797 -1.871 -0.792
H 3.644 -4.506 -0.699
H 5.937 -4.942 -0.050
H 4.758 -5.502 1.094
H 5.643 -4.060 1.604
H 2.837 -4.267 1.582
C -4.816 -5.137 1.983
C -3.910 -6.154 2.664
C -4.691 -7.198 3.361
O -2.873 -6.698 1.866
H -5.061 -5.520 0.982
H -4.296 -4.163 1.941
H -5.704 -5.020 2.543
H -3.395 -5.581 3.406
H -3.985 -7.972 3.702
H -5.447 -7.708 2.725
H -5.252 -6.829 4.182
H -3.252 -7.063 1.008
C 4.766 -7.933 -1.936
C 3.229 -7.957 -2.066
C 2.610 -8.021 -0.708
O 2.775 -6.658 -2.580
H 5.023 -8.865 -1.360
H 5.007 -7.065 -1.296
H 5.408 -7.981 -2.787
H 2.961 -8.716 -2.730
H 2.862 -8.901 -0.149
H 1.517 -7.804 -0.725
H 3.108 -7.284 -0.042
H 3.222 -6.484 -3.372
C -0.281 -2.250 5.836
C -1.479 -1.239 5.685
C -2.732 -1.927 5.045
O -1.719 -0.645 7.008
H 0.535 -2.057 5.101
H -0.573 -3.303 5.675
H 0.265 -1.988 6.767
H -1.194 -0.425 4.991
H -3.113 -2.497 5.839
H -2.519 -2.495 4.214
H -3.564 -1.210 4.898
H -1.271 0.230 6.971
C 4.448 -2.082 4.322
C 4.615 -1.076 3.147
C 4.219 0.341 3.596
O 6.001 -1.234 2.776
H 3.405 -2.035 4.574
H 5.047 -1.815 5.151
H 4.657 -3.154 4.090
H 3.944 -1.285 2.335
H 4.838 0.589 4.458
H 3.166 0.387 3.793
H 4.431 0.994 2.751
H 6.298 -0.573 2.098
C -4.941 -0.765 1.638
C -6.424 -0.721 2.073
C -6.544 -0.418 3.614
O -7.118 0.220 1.292
H -4.331 -1.455 2.256
H -4.462 0.161 1.650
H -4.886 -1.075 0.601
H -6.938 -1.682 1.988
H -7.576 -0.276 3.917
H -5.933 0.473 3.803
H -6.111 -1.281 4.162
H -6.463 0.961 1.166
C -0.286 -6.659 3.491
C 0.442 -6.009 2.261
C -0.144 -4.667 1.903
O 1.821 -5.886 2.651
H -0.364 -5.861 4.208
H 0.363 -7.451 3.944
H -1.262 -7.059 3.219
H 0.542 -6.641 1.386
H -1.190 -4.863 1.475
H 0.574 -4.169 1.281
H -0.283 -4.038 2.811
H 1.844 -5.340 3.486
C 6.918 3.201 0.922
C 6.740 1.737 0.686
C 6.924 1.505 -0.788
O 7.732 0.969 1.410
H 7.029 3.412 1.980
H 6.037 3.737 0.435
H 7.836 3.478 0.376
H 5.720 1.370 0.970
H 6.663 0.487 -1.003
H 7.941 1.671 -1.126
H 6.219 2.117 -1.320
H 7.633 1.195 2.330
C 1.707 0.176 -5.554
C 2.725 0.747 -4.565
C 3.337 -0.228 -3.634
O 3.797 1.292 -5.396
H 2.022 -0.793 -5.849
H 1.719 0.837 -6.412
H 0.763 0.045 -5.036
H 2.221 1.528 -4.040
H 3.893 0.331 -2.851
H 4.034 -0.956 -4.152
H 2.666 -0.964 -3.126
H 4.625 1.431 -4.892
C 1.855 -0.068 0.041
C 0.756 -0.814 0.820
C 0.943 -1.097 2.292
O -0.412 0.017 0.772
H 1.697 1.005 0.211
H 1.800 -0.228 -1.057
H 2.872 -0.313 0.405
H 0.572 -1.772 0.386
H 1.131 -0.193 2.875
H 1.796 -1.727 2.497
H 0.068 -1.499 2.675
H -0.456 0.319 -0.146
*
```

Here are the Mulliken charges for atoms 1 to 8, given in e: -0.70, -0.38, -0.56, 0.26, 0.17, -0.90, 0.06, -0.44